Here is a cluster of 2 separate species, H2NP2 in total in a non-equilibrium geometry from the Open Molecules 2025 dataset. Energies are from ωB97M-V/def2-TZVPD.

Each line ends with the Mulliken charge.
CARTESIAN COORDINATES (ANGSTROEM)
P 2.067623 0.386584 0.488396  0.56
P -1.604012 1.192648 -0.191198  0.39
N -0.100609 1.402351 -0.310876  -0.31
H -2.014593 1.078266 1.075878  0.17
H 2.083189 0.150490 -0.916061  0.19

Forces on atoms 1 to 2 (eV/Å):
-1.9 1.0 -1.1
-0.1 0.3 -3.2

Calculated values
- Energy above the lowest of the compared OMol25 structures with the same formula, charge and spin: 3.9723 eV
- HOMO level (spin up / spin down): -15.05 / -15.37 eV
- F_max: 3.266 eV/A
- Calculated total energy: -738.16562 Eh
- Gap between HOMO and LUMO (spin up / spin down): 7.67 / 7.20 eV
- Total charge: +1